Entry from the OMol25 dataset: C50H45NO11P2RbS2 as an isolated structure (ωB97M-V/def2-TZVPD).

Geometry as XYZ:
```
112
Properties=species:S:1:pos:R:3:forces:R:3
Rb -0.07262 -0.42855 -0.08406 -0.0860 -0.0361 -0.0944
C 7.31676 0.28869 -3.47964 0.0069 0.0537 -0.0314
C 5.92734 0.77330 -3.16427 0.1131 -0.1026 0.0731
C 5.50655 2.04062 -3.56462 -0.0305 0.0689 -0.0436
C 4.24706 2.51077 -3.22962 -0.0662 0.3559 -0.0995
C 3.39953 1.69305 -2.50198 0.7219 -0.0639 -0.1185
C 3.78916 0.42865 -2.08663 3.2710 4.0889 -4.9096
C 5.05401 -0.02436 -2.43139 0.2008 0.4544 -0.3804
S 1.84254 2.35342 -1.91504 0.4613 -0.2159 -0.0881
O 2.05666 3.82231 -1.72124 -0.0253 0.2583 -0.1023
C 0.85198 2.15058 -3.39406 0.0910 -0.1367 -0.1415
C 0.92572 0.89842 -4.05492 0.0090 0.1681 0.0358
C 0.07368 0.60406 -5.06978 -0.0352 -0.0234 0.0147
C -0.90839 1.53783 -5.47644 -0.0211 -0.0250 -0.0498
C -1.80506 1.24843 -6.53310 0.0122 0.0044 0.0128
C -2.76540 2.14397 -6.90292 -0.0232 -0.0023 -0.0155
C -2.87348 3.37502 -6.22427 -0.0104 0.0011 -0.0017
C -2.02306 3.67902 -5.19945 0.0298 -0.0396 0.0109
C -1.00888 2.77106 -4.79524 0.0892 0.1281 0.0452
C -0.11130 3.06250 -3.71167 -0.1231 0.1764 -0.4646
C -0.35721 4.35061 -2.98226 0.1922 -0.1180 -0.0053
C 0.12528 5.57681 -3.54770 -0.0541 0.0070 -0.0249
C 0.94172 5.59178 -4.70470 -0.0086 -0.0122 0.0241
C 1.40161 6.76972 -5.22257 0.0024 0.0002 0.0018
C 1.06805 7.99697 -4.61396 -0.0132 -0.0178 -0.0002
C 0.27940 8.01234 -3.49932 0.0048 0.0034 0.0001
C -0.20957 6.80789 -2.94110 -0.0381 -0.0133 0.0437
C -1.03461 6.81260 -1.78340 0.0358 -0.0180 -0.0209
C -1.47568 5.64329 -1.25344 0.0214 0.0140 0.0347
C -1.11253 4.40941 -1.84620 -0.0199 -0.0015 0.0670
S -1.74012 2.93797 -1.02761 -0.0740 0.1099 -0.0654
O -1.14427 1.76111 -1.72019 -0.4502 -0.2446 0.4542
C -0.87954 3.12087 0.53789 0.0290 -0.0274 0.0358
C -1.42290 2.37418 1.57804 -0.0028 -0.0328 -0.0100
C -0.77774 2.32570 2.80312 -0.0308 -0.0146 0.0114
C 0.39389 3.04694 3.01635 0.0165 -0.0111 -0.0079
C 1.12389 2.95665 4.32889 -0.0022 0.0021 -0.0003
C 0.90834 3.81043 1.96755 -0.0082 -0.0238 0.0103
C 0.29655 3.83712 0.72184 -0.0830 0.1264 0.0829
H 7.77871 0.89064 -4.26216 0.0344 0.0115 -0.0272
H 7.30680 -0.75153 -3.80689 -0.0040 -0.0147 0.0079
H 7.95323 0.34551 -2.59360 0.0120 0.0011 0.0244
H 6.18131 2.67067 -4.13346 0.0109 0.0267 -0.0110
H 3.92774 3.51133 -3.49710 0.0664 0.0709 -0.0673
H 3.11491 -0.18520 -1.49352 1.5042 2.2452 -4.0001
H 5.36881 -1.00697 -2.09925 0.0358 -0.0864 -0.0249
H 1.65595 0.17057 -3.73388 0.1569 -0.0152 0.0430
H 0.12891 -0.35556 -5.56945 -0.0003 0.0005 -0.0122
H -1.71693 0.29319 -7.03701 0.0064 -0.0008 -0.0055
H -3.44923 1.91041 -7.70898 -0.0004 0.0008 -0.0049
H -3.64008 4.08222 -6.51483 -0.0009 0.0057 0.0003
H -2.12260 4.62509 -4.68552 -0.0123 0.0175 0.0030
H 1.20924 4.65339 -5.17185 -0.0039 -0.0231 0.0203
H 2.03042 6.76101 -6.10375 0.0019 -0.0009 0.0053
H 1.44023 8.92413 -5.03103 0.0013 0.0006 -0.0012
H 0.01759 8.94881 -3.02068 0.0017 0.0037 0.0000
H -1.29568 7.75942 -1.32610 -0.0049 0.0036 -0.0090
H -2.08847 5.63784 -0.35872 -0.0045 0.0075 -0.0118
H -2.32706 1.79551 1.43076 -0.0076 0.0121 -0.0131
H -1.20135 1.70541 3.58381 -0.0102 0.0151 0.0047
H 0.43850 2.72541 5.14380 0.0011 0.0023 0.0019
H 1.64099 3.88834 4.56031 0.0043 -0.0049 -0.0035
H 1.87361 2.16008 4.29748 -0.0008 -0.0016 0.0086
H 1.82284 4.37494 2.11687 -0.0112 0.0116 0.0117
H 0.74636 4.39654 -0.08935 -0.0156 -0.0606 0.0366
O 2.07073 0.86352 1.23251 0.2625 -0.0503 -0.1378
C 3.37893 0.27797 1.26672 0.0258 -0.1541 -0.1496
C 3.45776 -0.84104 0.14048 0.7270 -0.8198 3.2364
O 4.37585 -1.65085 0.29802 -0.5933 0.4052 -0.6531
O 2.62843 -0.73496 -0.79273 -6.0855 -6.4274 7.3226
C 4.46203 1.29614 0.93758 0.1614 0.1188 -0.0685
C 4.16315 2.61380 0.62075 -0.0092 -0.0586 0.1263
C 5.16396 3.51354 0.26449 -0.0563 -0.0600 0.0145
C 6.48352 3.10076 0.22435 -0.0192 -0.0114 0.0321
C 6.79576 1.78440 0.55261 -0.0154 -0.0124 0.0409
C 5.79922 0.89217 0.90846 -0.0031 0.0031 -0.0075
C 3.55515 -0.32506 2.65374 -0.0680 -0.0875 0.0763
C 4.20391 0.35912 3.67491 0.0030 0.0258 -0.0272
C 4.22848 -0.14819 4.97062 -0.0167 0.0017 -0.0186
C 3.59954 -1.34808 5.25714 -0.0086 -0.0114 -0.0159
C 2.94601 -2.03805 4.24088 -0.0078 -0.0128 0.0091
C 2.92391 -1.53227 2.95278 0.0078 0.0219 0.0279
H 2.07391 1.64484 1.79872 -0.0805 -0.0276 0.0335
H 3.13665 2.94864 0.62654 -0.0504 0.0613 -0.1417
H 4.88890 4.52483 -0.00942 0.0161 -0.0114 -0.0061
H 7.26503 3.79247 -0.06645 -0.0067 -0.0139 -0.0079
H 7.82572 1.44880 0.52198 -0.0057 -0.0015 -0.0054
H 6.03443 -0.14068 1.13114 0.0180 0.0219 -0.0023
H 4.70324 1.29635 3.45880 0.0022 -0.0084 0.0006
H 4.74344 0.39778 5.75222 -0.0017 -0.0014 -0.0102
H 3.62073 -1.74931 6.26317 -0.0020 -0.0006 -0.0061
H 2.45812 -2.98190 4.45197 -0.0021 0.0033 -0.0047
H 2.41902 -2.08143 2.16721 -0.0216 -0.0175 0.0185
N -2.23461 -2.63187 3.35286 0.0247 0.0009 -0.0237
C -3.09117 -2.66058 2.09702 0.0074 -0.0312 0.0348
C -4.32350 -3.52006 2.33231 0.0049 -0.0016 0.0010
P -1.89258 -3.45869 0.87249 -0.1537 -0.1256 0.0208
O -2.28980 -2.83335 -0.54837 -0.0459 0.0114 -0.0822
O -2.13528 -4.91718 0.88139 0.0363 0.0260 0.0084
O -0.58480 -2.89037 1.38440 0.0284 0.1829 -0.0981
P -3.48388 -0.85637 1.80153 -0.0785 0.0679 0.0264
O -5.10532 -0.78779 1.82224 0.0502 -0.0489 -0.0299
O -2.96712 -0.16436 3.02457 0.0076 -0.0084 -0.0185
O -3.04441 -0.44292 0.42596 0.1121 -0.0583 0.0205
H -2.42434 -3.42250 3.96103 -0.0009 -0.0010 0.0027
H -2.39305 -1.71065 3.80102 -0.0073 0.0071 0.0028
H -1.25393 -2.68213 2.96729 -0.0261 0.0043 0.0189
H -4.01803 -4.54671 2.54137 -0.0027 -0.0002 0.0057
H -4.92282 -3.54681 1.42362 -0.0009 -0.0020 0.0009
H -4.95209 -3.12447 3.13320 0.0030 -0.0025 -0.0013
H -2.60947 -1.90642 -0.46578 0.0245 0.0237 0.1749
H -5.41644 -0.66732 0.91776 -0.0160 0.0114 0.0008
```
Positions in Å, forces in eV/Å.

Computed properties:
* molecular weight: 1047.46 g mol⁻¹
* HOMO: -5.01 eV
* total charge: -1
* spin multiplicity: 1
* DFT total energy: -4318.199380 Ha

Here are the Löwdin charges for atoms 1 to 2, given in e: 0.938 -0.057